Below is C3H2N2OS2 as an isolated structure, with properties calculated with the ωB97M-V functional and the def2-TZVPD basis.

Values from the calculation:
Kohn-Sham gap (eV): 7.79

Cartesian coordinates (Å):
C1 0.590256 -0.012190 -0.515102
C2 -0.111435 -1.156468 -0.798098
C3 -1.021821 0.762067 0.909546
H1 2.825710 0.616512 0.554313
H2 0.159663 -1.928678 -1.466958
N1 -1.513257 -0.949364 -0.528055
N2 -2.010502 -0.017001 0.236194
O1 0.231586 0.844665 0.414108
S1 2.246006 0.337374 -1.041912
S2 -1.396204 1.503084 2.235965

Cartesian forces (eV/Å) of the 6 atoms listed first:
C 2.42 -2.45 -0.33
C -1.94 3.92 1.22
C -1.27 -0.78 -0.33
H -1.43 -0.60 -3.80
H 0.18 -0.56 -0.36
N -0.82 0.21 0.63

=====

Below is C3H2N2S2 as an isolated structure, with properties calculated with the ωB97M-V functional and the def2-TZVPD basis.

Values from the calculation:
Kohn-Sham gap (alpha / beta) (eV): 7.88 / 7.88

Cartesian coordinates (Å):
C1 1.041371 -1.815610 0.170328
C2 -0.158920 -0.570160 1.934799
C3 0.473159 -0.589584 0.638170
N1 1.610090 -2.606016 -0.397663
N2 -0.636035 -0.453513 2.989322
S1 1.482529 0.828775 0.327018
S2 -1.490799 -0.893566 -0.689198
H1 2.515464 0.520189 -0.536929
H2 -1.479456 0.110379 -1.512692

Cartesian forces (eV/Å) of the 6 atoms listed first:
C -0.89 1.92 1.02
C -0.53 0.51 1.53
C -1.65 -0.56 -1.83
N 1.40 -2.35 -1.15
N 0.73 -0.30 -1.69
S 0.27 1.26 0.19

=====

Below is the molecule C3H2N2S2, with properties calculated with the ωB97M-V functional and the def2-TZVPD basis.

Values from the calculation:
Kohn-Sham gap (eV): 7.16
SMILES string: S=c1nccns1

Cartesian coordinates (Å):
S1 -4.274842 1.226967 -0.540872
C1 -2.702091 0.818593 -0.741450
N1 -2.075674 -0.360889 -0.660173
C2 -0.941338 -0.273228 -0.037181
C3 -0.401530 0.941046 0.476677
N2 -0.784577 2.008954 -0.067413
S2 -1.700874 2.321035 -1.358939
H1 -0.351187 -1.173172 -0.064474
H2 0.393708 0.789161 1.291474

Cartesian forces (eV/Å) of the 6 atoms listed first:
S 0.62 -0.90 0.39
C -3.12 2.56 -2.67
N 1.36 0.66 0.73
C -0.53 -1.94 -0.94
C 0.57 -1.39 1.44
N 2.96 2.83 0.39

=====

Table of DFT total energy (Ha), in record order: -1096.494457; -1021.287448; -1021.303926
Table of energy above the lowest of the compared OMol25 structures with the same formula, charge and spin (eV), in record order: 3.661; 2.511; 2.063